# C3H5ClS

A single C3H5ClS molecule at a distorted geometry (ωB97M-V/def2-TZVPD, OMol25).

```
10
Properties=species:S:1:pos:R:3
C 0.12 -0.21 0.11
C 1.15 0.66 0.00
C -1.21 0.51 -0.04
S -0.31 -2.13 0.29
Cl 2.77 0.17 0.03
H 1.02 -2.55 -0.05
H 0.94 1.70 -0.01
H -1.28 0.89 -0.99
H -1.23 1.22 0.71
H -1.98 -0.25 -0.06
```

The spin multiplicity is 3. For the LUMO energy (alpha / beta), the calculation gives 0.71 / -2.84 eV. As for the net charge: 0. The calculation puts the frontier orbital gap (alpha / beta) at 5.49 / 6.46 eV. Its energy relative to the best compared isomer or geometry (same formula, charge and spin) is 2.811 eV.